No. 1
{"formula": "C28H31IIrN6O8S3", "method": "ωB97M-V/def2-TZVPD", "elements": ["Ir", "I", "S", "S", "S", "O", "O", "O", "O", "O", "O", "O", "O", "N", "N", "N", "N", "N", "N", "C", "C", "C", "C", "C", "C", "C", "C", "C", "C", "C", "C", "C", "C", "C", "C", "C", "C", "C", "C", "C", "C", "C", "C", "C", "C", "C", "C", "H", "H", "H", "H", "H", "H", "H", "H", "H", "H", "H", "H", "H", "H", "H", "H", "H", "H", "H", "H", "H", "H", "H", "H", "H", "H", "H", "H", "H", "H", "H"], "xyz": [[-0.32630, 0.92170, 1.71019], [4.69703, 3.91476, 1.42437], [-4.72861, -2.53577, -3.07703], [-0.53131, 3.82292, -0.83891], [0.65791, 1.13717, -0.48524], [-6.08084, -2.38035, -2.57233], [-4.03343, 2.09823, 0.79535], [-2.03197, 0.72516, 5.34851], [-4.25888, -3.91037, -3.21632], [2.05926, -0.84054, 1.05330], [-1.18725, 1.62141, -2.15594], [-4.33374, -1.64228, -4.15614], [-1.90919, 1.45200, 0.62974], [1.90627, -3.04941, -1.58914], [0.63220, 2.71691, 2.03201], [-1.07934, -0.99538, 1.39983], [-1.50972, 1.38484, 3.21162], [0.86917, 0.12308, 3.27944], [2.29038, -1.85076, -1.02057], [4.18091, -0.38451, -1.35089], [2.68073, 3.91204, 1.91932], [-2.80625, 1.91701, 2.83137], [0.03571, 3.79835, 2.54157], [4.78509, 0.66706, -2.02636], [-3.38235, -1.46896, 0.59755], [-3.71873, -1.96938, -1.72682], [-1.25221, 0.83775, 4.41645], [2.89773, 0.81249, -3.51111], [1.31967, -3.80108, -0.64041], [2.31436, -3.43633, -2.91955], [0.22396, 0.46708, 4.58258], [-1.52774, -1.40096, -0.94891], [1.92291, -1.83410, 0.31070], [-0.48279, 2.24371, -1.24892], [2.06905, 5.04211, 2.43857], [2.93054, -0.81601, -1.75488], [-4.23050, -1.81713, -0.45022], [1.31616, -3.10474, 0.54255], [-2.27813, 2.31788, -2.77841], [2.27782, -0.21786, -2.82656], [4.14900, 1.26035, -3.10643], [0.72554, 4.97734, 2.75652], [-2.97679, 1.82086, 1.30436], [0.77404, -5.15511, -0.92927], [-2.04358, -1.28283, 0.33120], [1.93698, 2.76550, 1.72055], [-2.37399, -1.74067, -1.98321], [-1.01312, 3.71650, 2.76679], [4.62507, 2.07628, -3.63155], [0.92656, -0.88099, 3.13554], [1.76636, -4.33636, -3.18027], [0.32022, -0.33187, 5.31672], [-2.01664, -1.83715, -2.99821], [-2.66201, 1.62861, -3.52303], [-3.76618, -1.35210, 1.60398], [1.83941, 0.42485, 3.23083], [-5.28604, -1.97595, -0.29190], [-2.86426, 2.99065, 3.05195], [-0.23298, -1.50782, 1.13261], [2.63013, 5.95320, 2.58873], [-3.63788, 1.44988, 3.35950], [0.20598, 5.83469, 3.15656], [5.75746, 1.01787, -1.70931], [2.06910, -2.66107, -3.64073], [1.53049, -5.80915, -1.36304], [0.41783, -5.60483, -0.00654], [-0.06920, -5.09008, -1.61918], [2.39410, 1.28295, -4.34395], [-3.03357, 2.53113, -2.02478], [-1.92382, 3.24615, -3.22844], [2.37450, 1.86601, 1.29992], [0.71097, 1.35753, 4.98807], [1.27926, -0.54052, -3.09696], [4.66073, -0.85795, -0.50573], [3.38698, -3.63648, -2.95755], [-0.47913, -1.20280, -1.12595], [-1.40047, -1.41369, 2.27519], [0.92133, -3.46065, 1.47660]], "atomic_forces_ev_per_a": [[-0.6, 0.7, -1.1], [0.0, 0.0, 0.0], [0.1, -0.1, 0.3], [0.4, -0.1, -0.1], [0.5, 0.0, 0.6], [0.0, -0.1, -0.4], [0.2, 0.0, -0.2], [0.1, 0.1, -0.1], [-0.2, 0.2, -0.2], [0.4, -0.4, 0.0], [0.4, 0.1, 0.2], [-0.2, -0.1, -0.2], [-0.4, 0.6, -0.2], [-0.3, 0.0, -0.1], [0.1, 0.3, 0.3], [0.0, -0.4, 0.1], [0.1, -0.8, 0.7], [0.3, 0.1, -0.1], [0.1, -0.1, 0.0], [0.0, 0.1, 0.0], [0.1, 0.0, 0.0], [0.2, 0.0, -0.3], [0.1, 0.1, -0.1], [0.0, 0.0, 0.0], [0.0, 0.0, 0.0], [0.1, 0.1, 0.2], [-0.4, 0.3, 0.3], [0.0, 0.0, 0.0], [0.1, 0.0, 0.0], [0.1, 0.0, 0.0], [0.1, -0.1, -0.2], [-0.1, 0.0, 0.0], [0.1, 0.1, 0.1], [-0.6, -0.4, -0.4], [0.0, 0.0, 0.0], [-0.1, 0.0, -0.1], [0.2, 0.1, 0.1], [0.0, -0.1, -0.1], [-0.2, 0.2, -0.2], [0.0, -0.1, 0.0], [0.0, 0.0, 0.0], [0.0, 0.0, -0.1], [-0.5, 0.0, 0.4], [0.0, 0.0, 0.0], [0.2, 0.0, 0.2], [0.1, 0.2, 0.2], [0.1, 0.0, 0.2], [0.0, 0.0, 0.0], [0.0, 0.0, 0.0], [0.1, 0.0, 0.0], [0.0, 0.0, 0.0], [0.0, 0.0, -0.1], [0.0, 0.0, -0.1], [0.0, 0.0, 0.0], [0.0, 0.0, 0.1], [0.0, 0.0, 0.1], [-0.1, 0.0, 0.0], [-0.1, -0.1, 0.1], [-0.2, 0.0, 0.2], [0.0, 0.0, 0.0], [0.1, -0.1, -0.1], [0.0, 0.0, 0.0], [0.0, 0.0, 0.0], [0.0, 0.0, 0.0], [0.0, 0.0, 0.0], [0.0, 0.0, 0.0], [0.0, 0.0, 0.0], [0.0, 0.0, 0.0], [0.0, 0.0, 0.1], [0.0, -0.1, 0.0], [0.0, 0.1, 0.1], [0.0, -0.1, 0.0], [0.0, 0.0, 0.0], [0.0, 0.0, 0.0], [0.0, 0.0, 0.0], [0.1, -0.1, 0.0], [-0.2, 0.1, -0.2], [0.0, 0.0, 0.1]], "spin_multiplicity": 2, "total_charge": 0, "relative_energy_kcal_mol": 26.9, "e_homo_ha": [-0.27437, -0.27437], "largest_force_ev_per_a": 1.43, "s2": 0.756, "lumo_ev": [-0.98, -3.48]}

=====

No. 2
{"formula": "C28H31MnN4O3", "method": "ωB97M-V/def2-TZVPD", "elements": ["Mn", "O", "O", "O", "N", "N", "N", "N", "C", "C", "C", "C", "C", "C", "C", "C", "C", "C", "C", "C", "C", "C", "C", "C", "C", "C", "C", "C", "C", "C", "C", "C", "C", "C", "C", "C", "H", "H", "H", "H", "H", "H", "H", "H", "H", "H", "H", "H", "H", "H", "H", "H", "H", "H", "H", "H", "H", "H", "H", "H", "H", "H", "H", "H", "H", "H", "H"], "xyz": [[0.10286, -1.05215, 0.43689], [3.19682, -1.77330, 2.90022], [-0.18000, 0.69612, 0.04329], [-2.93820, -3.64989, 0.07632], [1.75445, -0.82266, 1.49859], [-1.59715, -1.88458, -0.11168], [-0.58206, 2.86480, -0.32909], [0.18359, -2.78132, 1.41434], [-0.28545, 1.68783, -0.79161], [3.80265, -0.45243, 2.59866], [-0.83373, 3.12437, 1.09326], [-0.81964, -3.65097, 1.28175], [-0.80784, -4.86307, 1.94299], [3.03369, 2.21884, 0.18050], [1.22572, -3.02921, 2.21033], [2.11356, -1.84656, 2.21141], [4.20626, 2.01138, -1.90986], [-0.71167, 4.03018, -1.22505], [3.51296, 2.78987, -0.99225], [-3.72245, -2.67327, -0.72163], [-1.83699, -3.06275, 0.38392], [-4.33369, 2.38918, -0.65790], [-3.95003, 1.91448, -1.90403], [-2.70766, -1.55458, -1.05290], [-3.62789, 0.32359, 0.35266], [1.32556, -4.21711, 2.90771], [3.97077, 0.09985, -0.46816], [3.25738, 0.87178, 0.44590], [4.43649, 0.66543, -1.64648], [-3.24024, -0.15537, -0.89708], [1.09927, -1.70801, -1.27499], [0.29099, -5.14208, 2.75755], [2.74403, 0.27327, 1.72916], [-4.16981, 1.59354, 0.47201], [-0.00317, 1.46652, -2.23664], [-3.39844, 0.64368, -2.02329], [0.30617, -1.79071, -2.01075], [-4.49701, 1.95178, 1.43955], [-0.23101, 0.43979, -2.50608], [2.17308, -4.41306, 3.55143], [-4.10678, -3.20205, -1.58727], [-0.21908, 3.96757, 1.40259], [-4.10991, 2.51737, -2.78871], [-4.53516, -2.33809, -0.08122], [1.80818, -0.89958, -1.43095], [-0.57584, 2.13169, -2.87572], [-1.62503, -5.56404, 1.83386], [4.59447, 2.45808, -2.81555], [3.99357, 0.02962, 3.55181], [-2.32041, -1.68423, -2.06662], [0.33472, -6.08372, 3.29000], [-3.53543, -0.29939, 1.23722], [4.73585, -0.65136, 2.07866], [2.52259, 2.83478, 0.91309], [3.37575, 3.84780, -1.17571], [-1.59277, 3.92260, -1.85582], [0.18015, 4.14505, -1.83677], [1.53896, -2.65875, -0.98859], [-0.82974, 4.91496, -0.60791], [-0.58975, 2.25286, 1.68804], [5.00400, 0.06463, -2.34478], [1.06297, 1.64898, -2.41110], [-3.12924, 0.26331, -3.00287], [4.19104, -0.94425, -0.26142], [-1.88360, 3.37966, 1.22634], [-4.79066, 3.36624, -0.56843], [2.23902, 1.04705, 2.30887]], "atomic_forces_ev_per_a": [[0.1, 0.0, 0.0], [0.0, 0.0, 0.0], [0.0, 0.0, 0.0], [0.0, 0.0, 0.0], [-0.1, 0.0, 0.0], [0.0, 0.0, 0.0], [0.0, 0.0, 0.0], [0.0, 0.0, 0.0], [0.0, 0.0, 0.1], [0.0, 0.0, 0.0], [0.0, 0.0, 0.0], [0.0, 0.0, 0.0], [0.0, 0.0, 0.0], [0.0, 0.0, 0.0], [0.0, 0.0, 0.0], [0.0, 0.0, 0.0], [0.0, 0.0, 0.0], [0.0, 0.0, 0.0], [0.0, 0.0, 0.0], [0.0, 0.0, 0.0], [0.0, 0.0, 0.0], [0.0, 0.0, 0.0], [0.0, 0.0, 0.0], [0.0, 0.0, 0.0], [0.0, 0.0, 0.0], [0.0, 0.0, 0.0], [0.0, 0.0, 0.0], [0.0, 0.0, 0.0], [0.0, 0.0, 0.0], [0.0, 0.0, 0.0], [-0.1, 0.0, 0.0], [0.0, 0.0, 0.0], [0.0, 0.0, 0.0], [0.0, 0.0, 0.0], [0.0, 0.0, 0.0], [0.0, 0.0, 0.0], [0.0, 0.0, 0.0], [0.0, 0.0, 0.0], [0.0, 0.0, 0.0], [0.0, 0.0, 0.0], [0.0, 0.0, 0.0], [0.0, 0.0, 0.0], [0.0, 0.0, 0.0], [0.0, 0.0, 0.0], [0.0, 0.0, 0.0], [0.0, 0.0, 0.0], [0.0, 0.0, 0.0], [0.0, 0.0, 0.0], [0.0, 0.0, 0.0], [0.0, 0.0, 0.0], [0.0, 0.0, 0.0], [0.0, 0.0, 0.0], [0.0, 0.0, 0.0], [0.0, 0.0, 0.0], [0.0, 0.0, 0.0], [0.0, 0.0, 0.0], [0.0, 0.0, 0.0], [0.0, 0.0, 0.0], [0.0, 0.0, 0.0], [0.0, 0.0, 0.0], [0.0, 0.0, 0.0], [0.0, 0.0, 0.0], [0.0, 0.0, 0.0], [0.0, 0.0, 0.0], [0.0, 0.0, 0.0], [0.0, 0.0, 0.0], [0.0, 0.0, 0.0]], "spin_multiplicity": 4, "total_charge": 3, "e_homo_ha": [-0.63574, -0.63628], "largest_force_ev_per_a": 0.08, "s2": 4.110, "lumo_ev": [-11.03, -10.75]}

=====

No. 3
{"formula": "C28H31MoN5O3S6", "method": "ωB97M-V/def2-TZVPD", "elements": ["Mo", "S", "S", "S", "S", "S", "S", "O", "O", "O", "N", "N", "N", "N", "N", "C", "C", "C", "C", "C", "C", "C", "C", "C", "C", "C", "C", "C", "C", "C", "C", "C", "C", "C", "C", "C", "C", "C", "C", "C", "C", "C", "C", "H", "H", "H", "H", "H", "H", "H", "H", "H", "H", "H", "H", "H", "H", "H", "H", "H", "H", "H", "H", "H", "H", "H", "H", "H", "H", "H", "H", "H", "H", "H"], "xyz": [[0.16120, -0.22828, 0.69495], [3.27559, -0.99343, -1.34287], [1.62518, 2.45372, -0.67625], [5.69639, -0.38199, -2.95076], [4.66624, -1.46320, 2.71741], [1.78419, -1.72535, 1.17303], [5.84845, -0.85152, -0.02018], [-1.36930, 1.27723, 0.52642], [1.32820, 2.43710, -2.11028], [-0.33048, -0.96229, -1.04040], [-0.00475, 0.36035, 2.78939], [-2.25590, 2.49973, -1.68175], [0.00265, -0.27407, -3.93571], [1.22887, 1.19751, 0.05299], [-1.25046, -1.85287, 1.39231], [-0.38172, -2.45861, -2.85958], [-1.32630, 6.38082, 3.00654], [-1.32818, 5.04282, 2.32481], [-1.22089, -3.13289, -0.68377], [-0.91797, 0.55106, -3.16161], [-1.79923, 3.61651, 0.39216], [4.48379, -1.22597, 0.99676], [-1.40763, -6.14302, -3.02564], [-0.58355, -3.77633, -3.31542], [-2.19060, 3.58128, -0.97113], [-0.81895, 2.64047, 2.37934], [-1.56990, -2.88357, 0.70883], [6.45757, -1.50304, 2.92284], [-1.32782, 2.45092, 1.06823], [0.18932, -1.54881, -3.81391], [-1.47730, -4.39391, -1.21358], [-1.15553, -4.75091, -2.52274], [-2.53125, 2.42869, -3.11771], [-1.34504, 1.82343, -3.87242], [0.33250, -0.61432, 3.84231], [-1.77883, 4.87139, 1.03276], [-0.34406, 1.53898, 3.18010], [3.28560, -1.28748, 0.38003], [4.98027, -0.71923, -1.53435], [-1.71202, -1.80659, 2.78610], [-0.66223, -2.14005, -1.50802], [-0.85985, 3.90055, 2.97363], [-0.54720, -1.87870, 3.76615], [-2.28124, -0.88376, 2.91405], [-2.02700, 1.64847, -1.16174], [-0.39972, 0.81436, -2.24514], [-1.72400, 7.15450, 2.35281], [-1.92030, -5.14228, -0.56434], [6.61494, -1.67007, 3.98650], [0.52268, 0.19569, -4.66887], [-0.31620, 6.67218, 3.29525], [-1.65300, 1.63933, -4.90319], [-2.75205, 3.43356, -3.47301], [-0.50998, 2.52672, -3.87513], [1.38234, -0.87458, 3.72613], [-1.09026, -6.25305, -4.06048], [-2.42295, 4.51689, -1.47225], [0.83249, -1.98526, -4.57224], [-0.26986, 1.74780, 4.24791], [0.21011, -0.12650, 4.81008], [-2.39181, -2.64094, 2.96924], [-0.30083, -4.02327, -4.33267], [-2.16597, -3.66729, 1.17908], [-3.42550, 1.81738, -3.25107], [6.91290, -0.55565, 2.64411], [-1.93668, 6.35962, 3.90978], [-0.86533, -6.87533, -2.42713], [6.90069, -2.32855, 2.37080], [-0.49540, 3.99437, 3.99205], [-2.46803, -6.39063, -2.97099], [0.06743, -2.74532, 3.51716], [-1.77750, -0.07937, -2.91752], [-2.13112, 5.73461, 0.47820], [-0.96793, -2.06976, 4.75362]], "atomic_forces_ev_per_a": [[-0.2, -0.4, -0.1], [0.0, 0.0, 0.0], [0.0, -0.2, 0.1], [0.0, 0.0, 0.0], [0.0, 0.1, 0.0], [0.2, 0.1, -0.1], [0.0, 0.0, -0.1], [-0.1, 0.1, -0.1], [0.1, 0.0, -0.1], [0.0, 0.3, 0.5], [0.0, 0.1, -0.1], [0.0, 0.0, 0.0], [0.0, -0.1, -0.1], [0.0, 0.0, 0.1], [0.2, 0.1, -0.2], [-0.1, -0.1, 0.2], [0.0, 0.0, 0.0], [0.0, 0.0, -0.1], [0.0, 0.0, -0.1], [0.0, 0.0, 0.0], [0.0, 0.0, 0.1], [0.0, 0.0, 0.0], [0.0, 0.0, 0.0], [0.0, 0.0, 0.1], [0.0, 0.0, -0.1], [0.0, 0.1, 0.0], [0.0, 0.1, 0.0], [0.0, -0.1, 0.0], [0.0, 0.1, 0.0], [0.1, 0.1, -0.1], [0.0, 0.0, 0.0], [0.0, 0.0, 0.0], [0.0, 0.0, 0.0], [0.0, 0.0, 0.0], [0.0, 0.0, 0.0], [0.0, 0.0, 0.1], [0.1, -0.1, 0.0], [0.0, -0.1, 0.0], [0.0, 0.0, 0.0], [-0.1, 0.0, 0.0], [0.0, -0.3, -0.2], [0.0, -0.1, 0.0], [0.0, 0.0, 0.0], [0.0, 0.0, 0.0], [0.0, 0.0, 0.0], [-0.1, 0.0, 0.0], [0.0, 0.0, 0.0], [0.0, 0.0, 0.0], [0.0, 0.0, 0.0], [0.1, 0.0, 0.0], [0.0, 0.0, 0.0], [0.0, 0.0, 0.0], [0.0, 0.0, 0.0], [0.0, 0.0, 0.0], [0.0, 0.0, 0.0], [0.0, 0.0, 0.0], [0.0, 0.0, 0.0], [0.0, 0.0, 0.0], [0.0, 0.0, 0.0], [0.0, 0.0, 0.0], [0.0, 0.0, 0.0], [0.0, 0.0, 0.0], [0.0, 0.0, 0.0], [0.0, 0.0, 0.0], [0.0, 0.0, 0.0], [0.0, 0.0, 0.0], [0.0, 0.0, 0.0], [0.0, 0.0, 0.0], [0.0, 0.0, 0.0], [0.0, 0.0, 0.0], [0.0, 0.0, 0.0], [0.0, 0.0, 0.0], [0.0, 0.0, 0.0], [0.0, 0.0, 0.0]], "total_charge": 2, "relative_energy_kcal_mol": 0.0, "e_homo_ha": [-0.43406, -0.43394], "largest_force_ev_per_a": 0.58, "lumo_ev": [-6.41, -6.42]}